# 1
Molecular formula: C28H19F4MoN3O4S5
Method: DFT, the ωB97M-V functional and the def2-TZVPD basis

The geometry in XYZ format:
```
64
Properties=species:S:1:pos:R:3
Mo 0.0494 0.0398 0.5139
O -3.9141 -3.5682 4.8491
C -3.2602 -2.8159 4.1993
S -3.9226 -1.7900 2.9100
C -2.4069 -1.0588 2.4353
C -1.3059 -1.4058 3.1510
S 0.2384 -0.7009 2.8220
S -1.5073 -2.5751 4.4315
S -2.3553 0.0269 1.1056
C -2.3595 6.9688 -1.4362
C -1.0776 6.9661 -0.6180
C -0.0482 7.9366 -1.1989
C 1.1274 8.0451 -0.2390
C 1.6564 6.6824 0.0985
C 2.9637 6.5276 0.5239
C 3.4431 5.2746 0.8800
F 4.7228 5.1529 1.2724
C 2.6427 4.1592 0.8292
C 1.3324 4.2905 0.3624
C 0.4878 3.1071 0.2646
O 0.7843 2.0505 0.8705
C -0.6619 3.2655 -0.5716
C -1.0983 4.5237 -0.8891
N -0.4597 5.6430 -0.5203
C 0.8286 5.5518 -0.0164
C -1.3647 2.0972 -1.1964
O -2.3077 2.2649 -1.9357
O -0.8300 0.9358 -0.9388
H -2.7459 7.9835 -1.4761
H -3.1287 6.3491 -0.9837
H -2.1680 6.6351 -2.4535
H -1.3153 7.2736 0.4104
H -0.5001 8.9162 -1.3538
H 0.2859 7.5596 -2.1666
H 0.7899 8.5301 0.6825
H 1.9206 8.6659 -0.6555
H 3.6280 7.3750 0.5755
H 3.0089 3.1892 1.1289
H -2.0082 4.6071 -1.4622
S 6.4580 0.4595 -0.4677
C 4.7613 0.1901 -0.0334
C 4.3305 -0.3426 1.1806
C 2.9854 -0.5545 1.3835
N 2.0463 -0.2733 0.4615
C 2.4786 0.1593 -0.7466
C 3.7991 0.4085 -1.0240
C 6.9124 1.8659 0.5583
C 6.8320 1.8699 1.9403
C 7.2562 3.0104 2.6091
N 7.7342 4.0797 2.0036
C 7.8138 4.0639 0.6865
C 7.4218 2.9823 -0.0887
H 5.0321 -0.6116 1.9527
H 2.6321 -0.9739 2.3196
H 1.7182 0.2785 -1.5227
H 4.1011 0.7467 -2.0031
H 6.4722 1.0185 2.4929
H 7.2155 3.0619 3.6886
H 8.2113 4.9589 0.2279
H 7.5139 3.0024 -1.1627
F 0.7935 -2.8278 0.6289
C -0.0425 -1.9922 -0.0649
F -1.2169 -2.6558 -0.1002
F 0.4397 -2.0660 -1.3509
```

Calculated values
Maximum force (hartree/bohr): 0.063
Kohn-Sham gap (alpha / beta) (eV): 5.53 / 5.51
Lowest unoccupied orbital energy (alpha / beta) (Eh): -0.0404 / -0.0519
Multiplicity: 3
Highest occupied orbital energy (alpha / beta) (eV): -6.63 / -6.93

=====

# 2
Molecular formula: C31H37AuN4
Method: DFT, the ωB97M-V functional and the def2-TZVPD basis

The geometry in XYZ format:
```
73
Properties=species:S:1:pos:R:3
Au -0.0068 -0.3038 0.7431
C 1.5352 -3.7910 -0.7659
C 1.2877 -2.5539 -1.6288
C 2.5244 -1.7176 -1.8274
C 3.2277 -1.8003 -3.0254
C 4.3968 -1.0905 -3.2167
C 4.8838 -0.2779 -2.2037
C 4.2388 -0.1803 -0.9770
C 4.7925 0.7949 0.0433
C 3.8546 1.9599 0.3438
C 3.0530 -0.9175 -0.8063
N 2.3257 -0.8471 0.4176
C 2.9789 -1.1311 1.4955
C 2.3745 -0.9099 2.7607
C 2.9303 -1.1156 4.0715
C 2.0046 -0.6555 4.9447
C 0.8822 -0.1848 4.1239
N 1.1147 -0.3443 2.8469
H 0.6244 -4.3803 -0.6602
H 1.8666 -3.5136 0.2354
H 2.3021 -4.4302 -1.2033
H 0.4897 -1.9558 -1.1781
H 0.9280 -2.8577 -2.6134
H 2.8462 -2.4414 -3.8104
H 4.9319 -1.1682 -4.1530
H 5.7900 0.2915 -2.3640
H 5.7254 1.1866 -0.3628
H 5.0782 0.3108 0.9784
H 3.5767 2.4674 -0.5836
H 4.3317 2.6878 0.9999
H 2.9480 1.6053 0.8377
H 3.9877 -1.5317 1.4448
H 3.8906 -1.5536 4.2860
H 2.0476 -0.6364 6.0207
H -0.0510 0.2255 4.4834
N -0.3272 5.5310 -2.3157
C 0.0721 4.8691 -1.0053
C 0.0205 3.3466 -1.1227
N 0.3443 2.6762 0.1164
H -0.3528 6.5500 -2.2329
H -1.2536 5.2253 -2.6228
H 0.3321 5.3037 -3.0639
H -0.6171 5.2510 -0.2535
H 1.0751 5.2337 -0.7875
H 0.7290 3.0122 -1.8860
H -0.9744 3.0325 -1.4561
H -0.2654 2.9386 0.8811
H 1.3065 2.8287 0.3891
C -6.4524 1.5839 -0.4555
C -5.9868 0.7856 0.5840
C -4.6883 0.3134 0.5721
C -3.8369 0.6278 -0.4952
C -4.3096 1.4606 -1.5182
C -5.6111 1.9266 -1.5067
C -2.4783 0.1230 -0.6012
C -1.8814 -0.8511 0.1524
C -2.4765 -2.0648 0.6419
C -2.0368 -2.6773 1.8268
C -2.6257 -3.8456 2.2667
C -3.6338 -4.4409 1.5143
C -4.0621 -3.8658 0.3218
C -3.4932 -2.6850 -0.1107
H -7.4732 1.9406 -0.4423
H -6.6424 0.5327 1.4053
H -4.3313 -0.2919 1.3935
H -3.6548 1.6969 -2.3500
H -5.9799 2.5425 -2.3153
H -1.8686 0.6031 -1.3629
H -1.2421 -2.2128 2.3975
H -2.2990 -4.3029 3.1899
H -4.0822 -5.3642 1.8560
H -4.8368 -4.3407 -0.2638
H -3.8186 -2.2325 -1.0382
```

Calculated values
Maximum force (hartree/bohr): 0.011
Kohn-Sham gap (alpha / beta) (eV): 6.66 / 5.90
Lowest unoccupied orbital energy (alpha / beta) (Eh): -0.2038 / -0.2659
Total charge: +2
Multiplicity: 3
Energy relative to the best compared isomer or geometry (same formula, charge and spin) (kcal per mole): 1.25
Highest occupied orbital energy (alpha / beta) (eV): -12.21 / -13.14

=====

# 3
Molecular formula: C24H31Cl45FNO4S
Method: DFT, the ωB97M-V functional and the def2-TZVPD basis

The geometry in XYZ format:
```
107
Properties=species:S:1:pos:R:3
C -1.3729 2.2510 5.4572
C -2.1593 1.2109 5.6816
C -2.7428 0.5650 4.4356
O -3.8386 0.1355 4.4647
O -1.9269 0.5998 3.3473
C -2.0178 -0.5642 2.5186
C -1.5834 -0.1112 1.0900
C -0.9768 -1.2601 0.2457
C -1.1414 -0.8620 -1.2667
C -0.0433 0.1112 -1.7559
C -0.3771 1.6165 -1.6001
N -1.8056 1.9687 -1.8049
S -2.2860 1.8802 -3.4025
O -3.6357 2.3300 -3.4492
O -1.5070 2.6786 -4.2972
F -2.2996 0.3658 -3.8355
H -1.2212 3.0652 6.1551
H -0.8739 2.3217 4.4904
H -2.3978 0.8232 6.7080
H -1.3843 -1.3858 2.8972
H -3.0360 -0.9642 2.4204
H -2.4954 0.2785 0.6138
H -0.8480 0.6935 1.2522
H -1.4313 -2.2417 0.4282
H 0.1022 -1.2908 0.4518
H -2.1626 -0.4558 -1.3430
H -1.1637 -1.7815 -1.8759
H 0.8733 -0.0701 -1.1746
H 0.1473 -0.0801 -2.8255
H -0.1152 1.9641 -0.5876
H 0.2393 2.2319 -2.2830
H -1.9322 2.9551 -1.5328
C 3.9462 -1.4271 -0.4920
Cl 3.7586 -1.8684 -2.1910
Cl 3.8295 0.3239 -0.2854
Cl 2.7396 -2.2524 0.4990
H 4.9291 -1.7431 -0.1647
C 3.6702 -5.3530 -4.6513
Cl 3.5252 -3.7442 -5.3670
Cl 2.8038 -5.4348 -3.1153
Cl 3.0704 -6.5846 -5.7609
H 4.7200 -5.5487 -4.4612
C 0.6838 -5.3958 -0.0589
Cl -0.3302 -6.8392 -0.0959
Cl 0.0175 -4.1408 -1.1089
Cl 0.8554 -4.7963 1.5943
H 1.6683 -5.6621 -0.4260
C -3.4261 6.1176 -2.9397
Cl -2.8187 6.2059 -4.5908
Cl -2.2013 5.4165 -1.8705
Cl -3.9124 7.7127 -2.3600
H -4.2949 5.4702 -2.9297
C -2.1421 1.1378 -7.5271
Cl -3.3199 1.4719 -8.8004
Cl -2.5591 -0.3450 -6.6637
Cl -0.5126 1.0303 -8.1998
H -2.1635 1.9591 -6.8190
C -1.6112 6.3593 4.3348
Cl -0.8703 6.6290 2.7527
Cl -1.6720 4.6255 4.7014
Cl -0.7326 7.2307 5.5929
H -2.6257 6.7385 4.3037
C -0.7721 11.0752 6.8916
Cl 0.3443 11.0922 5.5240
Cl -2.4385 10.9048 6.3323
Cl -0.3576 9.7799 8.0179
H -0.6842 12.0197 7.4136
C 3.4455 -5.5326 4.9208
Cl 1.8038 -5.7513 5.5322
Cl 3.4843 -4.2734 3.6835
Cl 4.5553 -5.1476 6.2386
H 3.7657 -6.4628 4.4681
C -3.6957 1.6541 9.6738
Cl -2.9127 1.9767 8.1130
Cl -3.8306 -0.0803 9.9463
Cl -2.8038 2.4286 10.9918
H -4.6944 2.0727 9.6460
C 1.7457 8.1619 -0.1644
Cl 3.3639 7.7886 -0.7628
Cl 0.9263 6.6927 0.3745
Cl 1.8217 9.3438 1.1441
H 1.1732 8.5908 -0.9775
C 5.4742 -9.4241 -4.8516
Cl 6.9699 -9.6526 -5.7661
Cl 5.0094 -10.9090 -4.0183
Cl 5.6562 -8.0969 -3.6963
H 4.6861 -9.1644 -5.5491
C 6.4763 -5.1675 -7.2838
Cl 7.3730 -4.9274 -8.7840
Cl 6.2783 -6.8897 -6.9434
Cl 7.2868 -4.3620 -5.9362
H 5.4927 -4.7266 -7.4009
C -5.7059 -2.2118 7.2755
Cl -7.2770 -2.0096 6.4968
Cl -4.7293 -0.7537 7.0938
Cl -5.9118 -2.6338 8.9814
H -5.1885 -3.0281 6.7872
C -1.4434 7.0599 -8.2190
Cl 0.0475 6.8834 -9.1477
Cl -1.8430 5.5517 -7.3897
Cl -1.3038 8.3895 -7.0660
H -2.2467 7.2912 -8.9074
C 2.7705 -10.7312 -0.9006
Cl 2.6820 -9.1369 -1.6543
Cl 1.8796 -10.7470 0.6240
Cl 2.1520 -11.9726 -1.9947
H 3.8101 -10.9507 -0.6898
```

Calculated values
Maximum force (hartree/bohr): 0.076
Kohn-Sham gap (eV): 9.73
Lowest unoccupied orbital energy (Eh): 0.0014
Highest occupied orbital energy (eV): -9.69

=====

# 4
Molecular formula: C5H10IrO3
Method: DFT, the ωB97M-V functional and the def2-TZVPD basis

The geometry in XYZ format:
```
19
Properties=species:S:1:pos:R:3
O 0.1629 1.0438 -1.1632
Ir 4.0475 0.5274 0.3332
O 2.2122 0.3869 -0.5759
C 1.0101 0.3419 -0.4360
O 0.3333 -0.5771 0.2246
C -0.4128 2.2601 -0.6744
C -1.2825 2.1314 0.5539
H 0.4082 2.9685 -0.5092
H -0.9988 2.6333 -1.5230
H -0.7106 2.4199 1.4456
H -2.1433 2.8106 0.4840
H -1.6748 1.1120 0.6619
C 0.1538 -1.8770 -0.3566
C -0.3068 -2.8711 0.6857
H -0.6086 -1.7166 -1.1275
H 1.0784 -2.2051 -0.8468
H -1.3493 -2.6777 0.9730
H 0.3256 -2.8259 1.5821
H -0.2444 -3.8851 0.2687
```

Calculated values
Maximum force (hartree/bohr): 0.097
Kohn-Sham gap (alpha / beta) (eV): 9.65 / 7.75
Lowest unoccupied orbital energy (alpha / beta) (Eh): -0.1399 / -0.2583
Total charge: +1
Multiplicity: 5
Energy relative to the best compared isomer or geometry (same formula, charge and spin) (kcal per mole): 33.69
Highest occupied orbital energy (alpha / beta) (eV): -13.45 / -14.78

=====

# 5
Molecular formula: C4H6O2
Method: DFT, the ωB97M-V functional and the def2-TZVPD basis

The geometry in XYZ format:
```
12
Properties=species:S:1:pos:R:3
C 0.4075 -0.2377 -1.7053
C 1.3218 -0.8423 -0.9614
O 2.2356 -1.3035 -0.4294
H -0.6195 -0.5693 -1.7172
H 0.8576 0.2902 -2.5378
C -0.5782 -0.4359 1.3849
C -0.7266 0.8905 1.2713
O -0.5440 1.6755 0.1864
H -0.5152 -1.1227 0.5603
H -0.7099 -0.9578 2.3199
H -1.0198 1.4930 2.1124
H -0.1093 1.1200 -0.4841
```

Calculated values
Maximum force (hartree/bohr): 0.017
Kohn-Sham gap (eV): 9.57
Lowest unoccupied orbital energy (Eh): 0.0232
Energy relative to the best compared isomer or geometry (same formula, charge and spin) (kcal per mole): 55.68
Highest occupied orbital energy (eV): -8.94

=====

# 6
Molecular formula: H4N3P
Method: DFT, the ωB97M-V functional and the def2-TZVPD basis

The geometry in XYZ format:
```
8
Properties=species:S:1:pos:R:3
N 1.5948 1.7223 1.1706
N 0.6600 1.3556 0.5730
N -0.8339 -1.2355 -0.2991
P 0.1519 -0.1281 -1.2008
H -0.4253 1.6435 0.7448
H 1.4433 -0.7094 -0.9241
H -1.7297 -1.3832 -0.7334
H -0.8611 -1.2651 0.6690
```

Calculated values
Maximum force (hartree/bohr): 0.057
Kohn-Sham gap (alpha / beta) (eV): 7.00 / 7.79
Lowest unoccupied orbital energy (alpha / beta) (Eh): -0.0040 / 0.0013
Energy relative to the best compared isomer or geometry (same formula, charge and spin) (kcal per mole): 38.10
Highest occupied orbital energy (alpha / beta) (eV): -7.10 / -7.76